Entry w
The following is a quantum chemistry calculation of a 2-piece molecular cluster, C2HNO2S2 overall, from the OMol25 dataset.

Bonds (Å) are listed after each position.
Atoms and positions in Å:
1 C 1.89 -0.18 -0.19  N3 1.328, O4 1.143, S7 1.753
2 C -2.85 -0.48 0.54  O5 1.167, S6 1.535
3 N 1.71 1.00 -0.77  C1 1.328, S7 1.787, H8 0.936
4 O 2.57 -1.02 0.17  C1 1.143
5 O -3.01 0.13 1.52  C2 1.167
6 S -2.67 -1.36 -0.70  C2 1.535
7 S 0.18 0.23 -0.25  C1 1.753, N3 1.787
8 H 2.18 1.68 -0.32  N3 0.936

Values from the calculation:
SMILES string   O=C1NS1.O=C=S
Kohn-Sham gap   0.345 Ha
Multiplicity   1


Entry x
The following is a quantum chemistry calculation of one molecule with the formula C2HNO2S2, from the OMol25 dataset.

Bonds (Å) are listed after each position.
Atoms and positions in Å:
1 C -0.90 0.46 0.19  C2 1.630, O4 1.178, S6 1.793
2 C 0.19 0.09 1.35  C1 1.630, O5 1.192, S7 1.644
3 N 0.61 -0.33 -1.72  S6 1.566, H8 1.018
4 O -1.64 1.36 0.35  C1 1.178
5 O -0.24 -0.34 2.37  C2 1.192
6 S -0.78 -0.74 -1.14  C1 1.793, N3 1.566
7 S 1.59 0.61 0.67  C2 1.644
8 H 1.16 -1.11 -2.07  N3 1.018

Values from the calculation:
Kohn-Sham gap (spin up / spin down)   0.269 / 0.251 Ha
Multiplicity   1


Least stable: entry x